[1]
# C15H26BN3O10P2S

C15H26BN3O10P2S as an isolated structure at a distorted geometry (wB97M-V/def2-TZVPD, the Open Molecules 2025 dataset).

As for the HOMO energy: -9.07 eV. The total charge is 0. The frontier orbital gap comes out at 8.28 eV. The value obtained for the LUMO energy is -0.8 eV. For the max |F|, the calculation gives 6.11 eV/A. Its multiplicity is 1.

CARTESIAN COORDINATES (ANGSTROEM)
1 C 1.50362 -3.84865 3.99926
2 C 0.34302 -3.03960 3.39075
3 B -1.05095 -3.80193 3.39412
4 O -1.16138 -5.16107 3.42975
5 C -2.37526 -2.93265 3.33499
6 C -2.31584 -1.67024 2.82947
7 C -3.44301 -0.79418 2.74331
8 N -3.24266 0.53892 2.20772
9 C -2.37129 1.11394 2.84645
10 O -1.56399 1.61781 3.51328
11 C -4.66963 -1.17744 3.16580
12 C -4.77642 -2.48372 3.70551
13 N -5.91104 -3.00049 4.19186
14 S -5.52137 -4.47499 4.69032
15 N -3.95260 -4.54341 4.35413
16 C -3.66032 -3.36184 3.80376
17 H 2.04918 -4.40476 3.23891
18 H 1.18370 -4.47539 4.82818
19 H 2.21884 -3.13996 4.42186
20 H 0.18706 -2.16319 4.02548
21 H 0.54510 -2.67743 2.37886
22 H -0.57106 -5.60755 2.81613
23 H -1.37469 -1.27695 2.46476
24 H -5.51196 -0.50673 3.09842
25 C -3.50063 0.06653 -3.89769
26 O -2.10527 0.30509 -3.69798
27 P -1.21341 -1.01798 -3.37854
28 O -1.71553 -2.07252 -4.27368
29 O -1.75643 -1.18478 -1.84198
30 C -2.00569 -0.04266 -1.01668
31 O 0.29110 -1.54803 -3.00085
32 C 1.32199 -0.56384 -2.73334
33 H -4.00578 1.01875 -3.74171
34 H -3.68050 -0.27230 -4.91506
35 H -3.88410 -0.66639 -3.18914
36 H -3.07711 0.15950 -0.98503
37 H -1.48576 0.84576 -1.37260
38 H -1.66577 -0.26911 -0.00747
39 H 1.04220 0.06073 -1.88111
40 H 1.49221 0.06526 -3.60521
41 H 2.24009 -1.09301 -2.49668
42 C 3.35822 5.05582 -4.29630
43 O 4.36573 4.45305 -3.47592
44 P 3.88321 3.16060 -2.61259
45 O 3.01240 2.38279 -3.51014
46 O 3.03799 4.06999 -1.54031
47 C 3.53037 5.33453 -1.08345
48 O 4.24716 2.05245 -1.44337
49 C 5.52580 2.13484 -0.77685
50 H 3.69879 6.06662 -4.51434
51 H 3.25393 4.50418 -5.22711
52 H 2.40041 5.09962 -3.78014
53 H 3.01955 6.14020 -1.61223
54 H 4.60360 5.44054 -1.23171
55 H 3.31032 5.41878 -0.02056
56 H 5.63206 3.09258 -0.26072
57 H 6.34136 2.00792 -1.48918
58 H 5.57077 1.33367 -0.04509

***

[2]
# C15H26BrClN6O3S2

A 2-piece molecular cluster, C15H26BrClN6O3S2 overall at a distorted geometry (wB97M-V/def2-TZVPD, the Open Molecules 2025 dataset).

As for the HOMO energy: -6.43 eV. The total charge is 0. The frontier orbital gap comes out at 5.26 eV. The value obtained for the LUMO energy is -1.2 eV. For the max |F|, the calculation gives 1.40 eV/A. Its multiplicity is 1.

CARTESIAN COORDINATES (ANGSTROEM)
1 C -3.05790 -3.38850 3.75271
2 C -3.80752 -4.03036 2.57693
3 O -3.79409 -3.16370 1.43251
4 C -2.62774 -3.35066 0.66878
5 C -2.43081 -2.11756 -0.18755
6 O -2.00043 -2.59810 -1.49382
7 N -1.31802 -1.62240 -2.17271
8 C -0.01912 -1.80367 -2.39118
9 N 0.68240 -2.85595 -1.96128
10 C 1.90115 -2.64981 -2.41112
11 Br 3.25785 -3.84491 -2.11099
12 N 1.99190 -1.50491 -3.09697
13 S 3.37304 -0.85837 -3.85375
14 N 0.73393 -0.93153 -3.08130
15 C 0.35799 0.31737 -3.71915
16 C -0.26377 1.32152 -2.75144
17 C 0.51274 1.38807 -1.43920
18 C 1.84342 2.10471 -1.57690
19 C 2.66299 2.11033 -0.29538
20 C 2.01248 2.82140 0.89137
21 C 2.56622 2.24046 2.18409
22 S 2.24640 3.29779 3.63692
23 C 0.60672 3.84219 3.46718
24 N 0.19313 4.97746 3.95503
25 N -1.17238 5.04708 3.68395
26 C -1.46135 3.96237 3.04300
27 O -0.40078 3.14657 2.86139
28 H -2.57730 -2.48068 3.40427
29 H -2.32320 -4.05875 4.18643
30 H -3.76312 -3.11828 4.53240
31 H -4.85312 -4.16335 2.82754
32 H -3.35919 -4.98077 2.29588
33 H -2.73565 -4.21882 0.01293
34 H -1.73767 -3.51866 1.27765
35 H -1.66757 -1.45513 0.20926
36 H -3.37821 -1.60509 -0.33182
37 H -1.84241 -0.82551 -2.49176
38 H 3.16544 -1.37923 -5.07831
39 H 1.24448 0.76799 -4.15057
40 H -0.29756 0.09783 -4.56190
41 H -1.30948 1.11750 -2.51967
42 H -0.26870 2.28263 -3.25961
43 H 0.64470 0.38067 -1.04539
44 H -0.10064 1.94572 -0.73679
45 H 1.68080 3.13007 -1.91480
46 H 2.45462 1.61278 -2.34099
47 H 3.59289 2.63075 -0.50266
48 H 2.94868 1.10402 0.00786
49 H 2.25706 3.88212 0.87437
50 H 0.93204 2.70383 0.91554
51 H 3.70162 2.12190 2.13183
52 H 2.13723 1.26992 2.41914
53 H -2.44709 3.71910 2.69753
54 Cl 5.31292 1.18053 1.53055

***

[3]
# C15H26Cl2NOP2V

C15H26Cl2NOP2V as an isolated structure at a distorted geometry (wB97M-V/def2-TZVPD, the Open Molecules 2025 dataset).

As for the HOMO energy (spin up / spin down): -17.87 / -17.86 eV. The total charge is +3. The frontier orbital gap (spin up / spin down) comes out at 4.74 / 4.80 eV. The value obtained for the LUMO energy (spin up / spin down) is -13.1 / -13.1 eV. For the max |F|, the calculation gives 8.12 eV/A. Its multiplicity is 2. As for the expectation value of S²: 0.788.

CARTESIAN COORDINATES (ANGSTROEM)
1 C 1.37846 -0.09240 -3.58668
2 C 1.99781 -0.11142 -2.30296
3 H 1.78109 0.73593 -4.21016
4 H 0.27143 0.04796 -3.49216
5 H 1.56174 -1.06946 -4.09337
6 O 2.98650 0.12332 -1.70498
7 Cl -3.01041 -0.21590 -2.34557
8 V -1.38385 -0.11935 -0.87402
9 P -0.37569 1.98038 -1.44065
10 C 1.12413 2.60027 -0.61270
11 C -0.29837 2.82517 -3.05246
12 H -0.46747 3.90334 -2.91596
13 H -1.63823 3.98326 -0.88758
14 H -1.07353 2.42001 -3.71478
15 H -2.62981 2.51407 -0.62408
16 H 1.98566 1.97957 -0.86843
17 H 0.68455 2.67424 -3.51563
18 C -1.63127 2.95124 -0.51552
19 H 1.32936 3.62918 -0.93353
20 H -1.38710 2.95597 0.55370
21 H 0.98906 2.56803 0.47342
22 P 0.01548 -1.96882 -1.39227
23 C 1.48728 -2.47643 -0.46319
24 C -1.29542 -2.81377 -0.40153
25 H -0.60444 -2.64100 -3.62915
26 H -0.23872 -4.04860 -2.59452
27 H 1.10729 -3.09854 -3.28766
28 C 0.08871 -3.03520 -2.87398
29 H -2.27690 -2.31110 -0.48857
30 H -1.38111 -3.83023 -0.81099
31 H 1.72615 -3.52079 -0.69598
32 H 1.30211 -2.36008 0.60823
33 H -1.00343 -2.86916 0.65673
34 H 2.33146 -1.83986 -0.73802
35 Cl -2.96291 -0.02831 0.83987
36 N -0.09759 0.00558 0.66816
37 C 0.04044 0.02839 1.83616
38 C 0.02845 0.04038 3.23759
39 C -1.21656 0.15223 3.89823
40 C -1.26911 0.16283 5.29174
41 C -0.08318 0.03245 6.03251
42 C 1.15496 -0.04777 5.37774
43 C 1.21705 -0.05184 3.98815
44 H -2.12763 0.21160 3.28868
45 H -2.23590 0.26907 5.79623
46 H -0.13596 -0.00382 7.11548
47 H 2.07459 -0.10318 5.95144
48 H 2.16081 -0.13748 3.45301

***

[4]
# C15H26CoNO2P

C15H26CoNO2P as an isolated structure at a distorted geometry (wB97M-V/def2-TZVPD, the Open Molecules 2025 dataset).

As for the energy above the lowest of the compared OMol25 structures with the same formula, charge and spin: 16.4 kcal per mole. As for the HOMO energy (spin up / spin down): -2.75 / -6.70 eV. The total charge is 0. The frontier orbital gap (spin up / spin down) comes out at 3.27 / 7.11 eV. The value obtained for the LUMO energy (spin up / spin down) is 0.5 / 0.4 eV. For the max |F|, the calculation gives 2.75 eV/A. Its multiplicity is 4. As for the expectation value of S²: 3.763.

CARTESIAN COORDINATES (ANGSTROEM)
1 C 1.01631 2.97285 -2.27902
2 C -0.33671 2.65236 -2.20681
3 C -0.77379 1.64417 -1.32736
4 C 0.13755 0.98096 -0.51238
5 C 1.46519 1.41573 -0.45268
6 C 1.90947 2.36186 -1.39748
7 C -2.25531 1.39882 -1.28230
8 C -2.73212 0.10400 -0.64796
9 N -1.88476 -1.06766 -1.12577
10 Co -0.57822 -0.60299 0.57152
11 C 2.43198 1.00574 0.64721
12 P 2.82801 -0.73781 1.01257
13 H -1.06754 3.16961 -2.83493
14 H 2.96661 2.63244 -1.41687
15 H 1.36268 3.71207 -3.00159
16 H 2.07561 1.39467 1.61785
17 H 3.41268 1.46477 0.45378
18 H -2.73347 2.20097 -0.69322
19 H -2.67494 1.48188 -2.29567
20 H -2.71348 0.15097 0.45456
21 C 4.51668 -1.13067 0.51592
22 C 1.74246 -1.88418 0.16651
23 H -3.74193 -0.15866 -0.98055
24 C -1.93348 -1.16378 -2.63042
25 C -2.34113 -2.36334 -0.53052
26 H 2.83232 -0.91349 2.41807
27 H -2.98525 -1.13062 -2.92520
28 H -1.36671 -0.33673 -3.05808
29 H -1.47637 -2.11375 -2.92218
30 H -3.43916 -2.35029 -0.52796
31 H -1.97584 -3.18694 -1.15782
32 H -1.95085 -2.46108 0.49654
33 H 2.23273 -2.86582 0.17276
34 H 0.76868 -1.99015 0.70457
35 H 1.61121 -1.56464 -0.87581
36 H 4.87089 -0.43443 -0.25424
37 H 5.15205 -1.05848 1.40787
38 H 4.54830 -2.16077 0.13728
39 H -0.83919 -0.89699 -0.98682
40 C -1.11668 0.26383 4.59065
41 C -1.24951 0.29927 3.08302
42 O -1.92390 1.16152 2.48757
43 O -0.57175 -0.66137 2.48535
44 H -1.77268 0.99916 5.05095
45 H -0.08773 0.49940 4.87996
46 H -1.35892 -0.73241 4.96912